(1)
The following is a DFT calculation (ωB97M-V/def2-TZVPD) of a 2-piece molecular cluster, C5H15NO overall.

XYZ file:
```
22
Properties=species:S:1:pos:R:3
C -1.629 1.740 -0.544
C -0.347 0.765 -0.641
C 0.903 1.045 0.239
C 1.951 -0.077 0.261
C 0.512 1.382 1.672
N -0.791 -0.595 -0.575
H -1.402 2.681 -0.051
H -1.904 1.961 -1.574
H -2.446 1.203 -0.064
H -0.010 0.910 -1.675
H 1.467 1.869 -0.216
H 2.067 -0.701 -0.626
H 1.781 -0.728 1.125
H 2.966 0.318 0.339
H 0.005 2.344 1.737
H -0.246 0.639 1.981
H 1.302 1.218 2.398
H -1.386 -0.704 0.264
H -1.421 -0.760 -1.374
H -0.165 -3.978 0.321
H 0.207 -2.771 -0.484
O -0.432 -3.525 -0.474
```

## Properties
HOMO level (spin up / spin down): -15.4 / -15.3 eV
Multiplicity: 2
Frontier orbital gap (spin up / spin down): 12.15 / 6.26 eV
Energy above the lowest of the compared OMol25 structures with the same formula, charge and spin: 153.5 kJ/mol
E: -329.13782 Ha
<S²>: 0.755
Total charge: +1

These are the natural (NBO) partial charges, in e, on atoms 1 to 6: -0.555, -0.085, -0.234, -0.628, -0.610, -0.307


(2)
The following is a DFT calculation (ωB97M-V/def2-TZVPD) of a 2-piece molecular cluster, C5H15NO2 overall.

XYZ file:
```
23
Properties=species:S:1:pos:R:3
C -1.240 1.065 -1.097
N -0.810 -0.190 -0.478
C 1.834 1.582 0.623
C 1.403 0.090 0.867
C 0.640 -0.414 -0.401
C 0.617 -1.970 -0.407
O 2.002 -2.389 -0.302
H -2.328 1.109 -1.272
H -0.899 1.020 -2.147
H -0.872 2.007 -0.688
H -1.328 -0.436 0.356
H 1.021 2.040 0.070
H 1.937 2.161 1.545
H 2.733 1.523 0.005
H 2.398 -0.380 0.761
H 0.923 -0.195 1.782
H 1.120 0.064 -1.272
H 0.212 -2.353 -1.342
H 0.021 -2.357 0.449
H 2.002 -3.322 -0.556
H -3.773 1.050 0.641
H -3.560 0.101 1.848
O -4.054 0.195 1.014
```

## Properties
HOMO level (spin up / spin down): 1.0 / -5.1 eV
Multiplicity: 2
Frontier orbital gap (spin up / spin down): 2.34 / 8.37 eV
Energy above the lowest of the compared OMol25 structures with the same formula, charge and spin: 131.4 kJ/mol
E: -404.65126 Ha
<S²>: 0.750
Total charge: -1

These are the natural (NBO) partial charges, in e, on atoms 1 to 6: -0.567, -0.688, -0.638, -0.499, -0.071, -0.119


(3)
The following is a DFT calculation (ωB97M-V/def2-TZVPD) of a 2-piece molecular cluster, C5H15NO2 overall.

XYZ file:
```
23
Properties=species:S:1:pos:R:3
C 1.281 0.862 1.482
O 1.521 -0.505 1.187
C 1.253 1.796 0.256
C -0.162 1.784 -0.310
C -0.359 0.576 -1.212
C -1.597 -1.523 -1.550
N -0.945 -0.628 -0.580
H 0.316 0.931 2.022
H 2.107 1.049 2.232
H 0.699 -0.778 0.775
H 2.049 1.328 -0.326
H 1.486 2.784 0.711
H -0.846 1.718 0.496
H -0.372 2.587 -0.998
H -0.928 0.860 -2.089
H 0.649 0.253 -1.636
H -1.030 -1.842 -2.394
H -1.781 -2.520 -1.183
H -2.535 -1.061 -1.840
H -1.625 -0.350 0.112
H 0.260 -2.312 2.459
H 0.226 -2.288 0.777
O 0.334 -2.720 1.609
```

## Properties
HOMO level (spin up / spin down): 1.2 / -5.7 eV
Multiplicity: 2
Frontier orbital gap (spin up / spin down): 2.66 / 9.57 eV
Energy above the lowest of the compared OMol25 structures with the same formula, charge and spin: 197.3 kJ/mol
E: -404.62614 Ha
<S²>: 0.750
Total charge: -1

These are the natural (NBO) partial charges, in e, on atoms 1 to 6: -0.122, -0.762, -0.449, -0.620, -0.274, -0.685


(4)
The following is a DFT calculation (ωB97M-V/def2-TZVPD) of a 3-piece molecular cluster, C5H15NO2 overall.

XYZ file:
```
23
Properties=species:S:1:pos:R:3
C -1.953 1.396 0.939
N -1.529 0.450 -0.071
C -0.221 -0.142 0.137
C 0.948 0.819 0.353
C 2.209 0.405 -0.359
C 3.416 0.885 -0.086
H -2.930 1.787 0.713
H -1.273 2.254 1.054
H -2.079 0.948 1.930
H -1.558 0.930 -0.957
H -0.063 -0.810 -0.709
H -0.260 -0.830 0.972
H 1.177 0.974 1.403
H 0.682 1.810 -0.025
H 2.113 -0.306 -1.165
H 3.584 1.628 0.687
H 4.271 0.639 -0.696
H -2.103 0.090 -3.220
H -1.906 -1.424 -2.977
O -1.659 -0.694 -3.551
H 0.544 -3.588 1.913
H -1.053 -3.280 1.840
O -0.356 -3.941 1.873
```

## Properties
HOMO level: -9.1 eV
Frontier orbital gap: 9.84 eV
SMILES string: C=CCCNC.O.O
Energy above the lowest of the compared OMol25 structures with the same formula, charge and spin: 185.0 kJ/mol
E: -404.68458 Ha

These are the natural (NBO) partial charges, in e, on atoms 1 to 6: -0.420, -0.618, -0.215, -0.481, -0.165, -0.397


(5)
The following is a DFT calculation (ωB97M-V/def2-TZVPD) of a 3-piece molecular cluster, C5H15NO2 overall.

XYZ file:
```
23
Properties=species:S:1:pos:R:3
C 2.293 -0.178 -0.746
C 1.404 0.595 -1.677
C -0.009 0.091 -1.664
C -0.914 0.595 -0.605
C -1.066 1.881 -0.132
N -1.626 -0.435 0.118
H 2.159 -0.059 0.285
H 3.369 -0.384 -0.864
H 2.059 -1.198 -0.727
H 1.399 1.598 -1.368
H 1.732 0.541 -2.745
H -0.334 0.051 -2.679
H 0.036 -1.037 -1.391
H -0.466 2.743 -0.398
H -1.780 2.351 0.570
H -2.101 -1.211 -0.397
H -2.324 -0.087 0.782
H -0.331 -2.801 0.893
H 0.977 -1.812 0.748
O 0.522 -2.683 0.450
H -1.102 0.051 3.709
H -0.966 0.987 2.276
O -0.672 0.859 3.228
```

## Properties
HOMO level: -8.6 eV
Frontier orbital gap: 9.19 eV
SMILES string: C=C(N)CCC.O.O
Energy above the lowest of the compared OMol25 structures with the same formula, charge and spin: 259.3 kJ/mol
E: -404.65629 Ha

These are the natural (NBO) partial charges, in e, on atoms 1 to 6: -0.639, -0.391, -0.473, 0.213, -0.554, -0.846


(6)
The following is a DFT calculation (ωB97M-V/def2-TZVPD) of a 2-piece molecular cluster, C5H15NO2 overall.

XYZ file:
```
23
Properties=species:S:1:pos:R:3
C 1.547 0.322 -0.214
C 2.694 1.144 -0.814
C 2.009 -0.423 1.045
O 1.105 -0.703 -1.126
O 0.498 1.179 0.052
H 1.148 -0.388 -2.036
H -1.383 -0.410 1.339
H 3.035 1.879 -0.088
H 2.845 -1.078 0.812
H 2.333 1.673 -1.694
H 3.518 0.494 -1.101
H 2.311 0.295 1.804
H 1.186 -1.022 1.430
C -2.941 0.636 0.515
C -1.961 -1.420 -0.359
N -1.751 -0.200 0.409
H -0.448 0.631 0.123
H -3.799 0.098 0.935
H -3.208 0.987 -0.479
H -2.709 1.494 1.143
H -2.747 -2.059 0.066
H -2.250 -1.143 -1.373
H -1.031 -1.985 -0.389
```

## Properties
HOMO level: -9.2 eV
Frontier orbital gap: 10.08 eV
SMILES string: CC(C)(O)O.CNC
Energy above the lowest of the compared OMol25 structures with the same formula, charge and spin: 71.9 kJ/mol
E: -404.72769 Ha

These are the natural (NBO) partial charges, in e, on atoms 1 to 6: 0.516, -0.642, -0.637, -0.762, -0.802, 0.470


(7)
The following is a DFT calculation (ωB97M-V/def2-TZVPD) of a 3-piece molecular cluster, C5H15NO2 overall.

XYZ file:
```
23
Properties=species:S:1:pos:R:3
C -0.086 -1.884 0.813
C -0.564 -0.845 1.807
C 0.401 0.390 1.806
C -0.147 1.470 0.878
C -1.012 1.195 -0.146
N -1.418 2.202 -0.978
H 0.886 -2.071 0.642
H -0.559 -1.763 -0.116
H -0.555 -2.921 1.307
H -1.609 -0.584 1.602
H -0.567 -1.325 2.735
H 0.433 0.913 2.807
H 1.419 0.279 1.396
H 0.238 2.513 0.951
H -1.500 0.230 -0.370
H -2.458 2.145 -1.055
H -1.131 3.097 -0.469
H 3.330 -1.190 -2.212
H 2.517 -1.708 -0.985
O 3.344 -1.348 -1.258
H -0.241 0.573 -2.253
H -0.512 0.590 -3.835
O -0.209 0.042 -3.067
```

## Properties
HOMO level: -8.2 eV
Frontier orbital gap: 9.08 eV
SMILES string: CCC/C=C/N.O.O
Energy above the lowest of the compared OMol25 structures with the same formula, charge and spin: 236.1 kJ/mol
E: -404.66513 Ha

These are the natural (NBO) partial charges, in e, on atoms 1 to 6: -0.576, -0.404, -0.436, -0.253, -0.066, -0.821


(8)
The following is a DFT calculation (ωB97M-V/def2-TZVPD) of a 2-piece molecular cluster, C5H15NO2 overall.

XYZ file:
```
23
Properties=species:S:1:pos:R:3
C -1.179 0.071 1.411
C -1.476 0.569 -0.002
C -1.397 2.071 -0.123
O -2.797 0.105 -0.333
C 0.261 -0.358 1.616
N 0.576 -1.677 1.024
C 1.516 -1.615 -0.112
H -1.870 -0.724 1.669
H -1.384 0.887 2.105
H -0.765 0.117 -0.696
H -0.397 2.467 0.054
H -1.730 2.431 -1.093
H -2.026 2.567 0.622
H -3.089 0.505 -1.166
H 0.958 0.378 1.214
H 0.454 -0.448 2.685
H -0.286 -2.104 0.689
H 1.103 -1.121 -0.996
H 1.773 -2.649 -0.366
H 2.430 -1.136 0.219
H 2.914 0.615 -2.552
H 3.635 -0.692 -2.915
O 2.778 -0.257 -2.954
```

## Properties
HOMO level: -8.5 eV
Frontier orbital gap: 9.22 eV
SMILES string: CNCC[C@H](C)O.O
Energy above the lowest of the compared OMol25 structures with the same formula, charge and spin: 112.7 kJ/mol
E: -404.71215 Ha

These are the natural (NBO) partial charges, in e, on atoms 1 to 6: -0.429, 0.094, -0.632, -0.728, -0.217, -0.632


(9)
The following is a DFT calculation (ωB97M-V/def2-TZVPD) of a 3-piece molecular cluster, C5H15NO2 overall.

XYZ file:
```
23
Properties=species:S:1:pos:R:3
C 2.062 1.589 -1.918
C 0.763 1.007 -1.310
C 0.894 0.686 0.147
C 0.708 -0.548 0.616
N 0.943 -0.925 1.945
C -0.230 -1.397 2.729
H 2.012 2.672 -2.037
H 2.878 1.412 -1.225
H 2.293 1.124 -2.881
H 0.544 0.096 -1.866
H -0.051 1.708 -1.512
H 0.986 1.510 0.844
H 0.325 -1.379 0.033
H 1.524 -0.300 2.479
H -0.942 -1.786 2.021
H -0.669 -0.513 3.222
H 0.168 -1.960 3.573
H -1.747 0.862 0.507
H -3.283 1.272 0.499
O -2.552 0.930 -0.020
H -1.940 -2.038 -2.170
H -1.822 -0.513 -1.763
O -1.354 -1.350 -1.848
```

## Properties
HOMO level: -7.9 eV
Frontier orbital gap: 8.59 eV
SMILES string: CC/C=C/NC.O.O
Energy above the lowest of the compared OMol25 structures with the same formula, charge and spin: 157.5 kJ/mol
E: -404.69507 Ha

These are the natural (NBO) partial charges, in e, on atoms 1 to 6: -0.603, -0.446, -0.291, -0.007, -0.627, -0.413


(10)
The following is a DFT calculation (ωB97M-V/def2-TZVPD) of a 2-piece molecular cluster, C5H15NO2 overall.

XYZ file:
```
23
Properties=species:S:1:pos:R:3
C -1.516 1.278 -0.198
C -0.323 0.346 -0.448
C -0.685 -0.617 -1.596
C -0.152 -0.152 -2.976
N 0.081 -0.482 0.712
C 0.095 0.081 2.012
O -1.155 -0.057 2.785
H -2.171 0.979 0.616
H -1.212 2.260 0.141
H -2.096 1.481 -1.092
H 0.551 0.919 -0.738
H -1.732 -0.793 -1.672
H -0.131 -1.532 -1.417
H -0.870 0.438 -3.514
H 0.812 0.339 -2.917
H 0.002 -1.039 -3.602
H -0.286 -1.415 0.609
H 0.270 1.151 1.984
H 0.745 -0.513 2.616
H -1.926 -0.144 2.220
H 2.610 -1.052 -0.439
H 3.042 0.357 -0.576
O 3.238 -0.432 -0.036
```

## Properties
HOMO level: -9.1 eV
Frontier orbital gap: 9.84 eV
SMILES string: CC[C@@H](C)NCO.O
Energy above the lowest of the compared OMol25 structures with the same formula, charge and spin: 139.8 kJ/mol
E: -404.70182 Ha

These are the natural (NBO) partial charges, in e, on atoms 1 to 6: -0.639, -0.042, -0.401, -0.604, -0.652, 0.089


Repeat the ninth record exactly.
The following is a DFT calculation (ωB97M-V/def2-TZVPD) of a 3-piece molecular cluster, C5H15NO2 overall.

XYZ file:
```
23
Properties=species:S:1:pos:R:3
C 2.062 1.589 -1.918
C 0.763 1.007 -1.310
C 0.894 0.686 0.147
C 0.708 -0.548 0.616
N 0.943 -0.925 1.945
C -0.230 -1.397 2.729
H 2.012 2.672 -2.037
H 2.878 1.412 -1.225
H 2.293 1.124 -2.881
H 0.544 0.096 -1.866
H -0.051 1.708 -1.512
H 0.986 1.510 0.844
H 0.325 -1.379 0.033
H 1.524 -0.300 2.479
H -0.942 -1.786 2.021
H -0.669 -0.513 3.222
H 0.168 -1.960 3.573
H -1.747 0.862 0.507
H -3.283 1.272 0.499
O -2.552 0.930 -0.020
H -1.940 -2.038 -2.170
H -1.822 -0.513 -1.763
O -1.354 -1.350 -1.848
```

## Properties
HOMO level: -7.9 eV
Frontier orbital gap: 8.59 eV
SMILES string: CC/C=C/NC.O.O
Energy above the lowest of the compared OMol25 structures with the same formula, charge and spin: 157.5 kJ/mol
E: -404.69507 Ha

These are the natural (NBO) partial charges, in e, on atoms 1 to 6: -0.603, -0.446, -0.291, -0.007, -0.627, -0.413


What did the ninth record say?
The following is a DFT calculation (ωB97M-V/def2-TZVPD) of a 3-piece molecular cluster, C5H15NO2 overall.

XYZ file:
```
23
Properties=species:S:1:pos:R:3
C 2.062 1.589 -1.918
C 0.763 1.007 -1.310
C 0.894 0.686 0.147
C 0.708 -0.548 0.616
N 0.943 -0.925 1.945
C -0.230 -1.397 2.729
H 2.012 2.672 -2.037
H 2.878 1.412 -1.225
H 2.293 1.124 -2.881
H 0.544 0.096 -1.866
H -0.051 1.708 -1.512
H 0.986 1.510 0.844
H 0.325 -1.379 0.033
H 1.524 -0.300 2.479
H -0.942 -1.786 2.021
H -0.669 -0.513 3.222
H 0.168 -1.960 3.573
H -1.747 0.862 0.507
H -3.283 1.272 0.499
O -2.552 0.930 -0.020
H -1.940 -2.038 -2.170
H -1.822 -0.513 -1.763
O -1.354 -1.350 -1.848
```

## Properties
HOMO level: -7.9 eV
Frontier orbital gap: 8.59 eV
SMILES string: CC/C=C/NC.O.O
Energy above the lowest of the compared OMol25 structures with the same formula, charge and spin: 157.5 kJ/mol
E: -404.69507 Ha

These are the natural (NBO) partial charges, in e, on atoms 1 to 6: -0.603, -0.446, -0.291, -0.007, -0.627, -0.413


Repeat the first record exactly.
The following is a DFT calculation (ωB97M-V/def2-TZVPD) of a 2-piece molecular cluster, C5H15NO overall.

XYZ file:
```
22
Properties=species:S:1:pos:R:3
C -1.629 1.740 -0.544
C -0.347 0.765 -0.641
C 0.903 1.045 0.239
C 1.951 -0.077 0.261
C 0.512 1.382 1.672
N -0.791 -0.595 -0.575
H -1.402 2.681 -0.051
H -1.904 1.961 -1.574
H -2.446 1.203 -0.064
H -0.010 0.910 -1.675
H 1.467 1.869 -0.216
H 2.067 -0.701 -0.626
H 1.781 -0.728 1.125
H 2.966 0.318 0.339
H 0.005 2.344 1.737
H -0.246 0.639 1.981
H 1.302 1.218 2.398
H -1.386 -0.704 0.264
H -1.421 -0.760 -1.374
H -0.165 -3.978 0.321
H 0.207 -2.771 -0.484
O -0.432 -3.525 -0.474
```

## Properties
HOMO level (spin up / spin down): -15.4 / -15.3 eV
Multiplicity: 2
Frontier orbital gap (spin up / spin down): 12.15 / 6.26 eV
Energy above the lowest of the compared OMol25 structures with the same formula, charge and spin: 153.5 kJ/mol
E: -329.13782 Ha
<S²>: 0.755
Total charge: +1

These are the natural (NBO) partial charges, in e, on atoms 1 to 6: -0.555, -0.085, -0.234, -0.628, -0.610, -0.307